{
  "formula": "C38H80N6O22",
  "method": "ωB97M-V/def2-TZVPD",
  "homo_energy_ev": -8.97,
  "e_tot_ev": -94660.736,
  "de_lowest_kcal_mol": 89.3,
  "fmax_ev_per_a": 8.76,
  "e_lumo_ev": 0.034,
  "species": ["C", "N", "O", "O", "H", "H", "H", "C", "N", "O", "O", "H", "H", "H", "C", "N", "O", "O", "H", "H", "H", "C", "N", "O", "O", "H", "H", "H", "C", "N", "O", "O", "H", "H", "H", "C", "N", "O", "O", "H", "H", "H", "C", "O", "C", "C", "O", "C", "H", "H", "H", "H", "H", "H", "H", "H", "H", "H", "C", "O", "C", "C", "O", "C", "H", "H", "H", "H", "H", "H", "H", "H", "H", "H", "C", "O", "C", "C", "O", "C", "H", "H", "H", "H", "H", "H", "H", "H", "H", "H", "C", "O", "C", "C", "O", "C", "H", "H", "H", "H", "H", "H", "H", "H", "H", "H", "C", "O", "C", "C", "O", "C", "H", "H", "H", "H", "H", "H", "H", "H", "H", "H", "C", "C", "C", "C", "C", "C", "H", "H", "H", "H", "H", "H", "C", "C", "C", "C", "C", "C", "H", "H", "H", "H", "H", "H"],
  "positions_angstrom": [[1.389, -5.193, -4.940], [0.587, -4.410, -3.948], [0.994, -4.282, -2.825], [-0.506, -4.042, -4.334], [1.637, -6.120, -4.423], [2.274, -4.621, -5.194], [0.755, -5.471, -5.772], [-1.668, 2.498, -1.003], [-1.125, 3.877, -1.105], [-1.905, 4.798, -1.191], [0.088, 3.974, -1.204], [-2.283, 2.356, -1.886], [-2.172, 2.320, -0.056], [-0.849, 1.783, -0.958], [3.237, 3.867, -2.599], [3.624, 2.585, -3.230], [4.808, 2.424, -3.475], [2.777, 1.733, -3.380], [2.929, 4.549, -3.389], [4.081, 4.201, -2.007], [2.374, 3.758, -1.946], [-3.445, 4.367, 3.624], [-4.406, 3.806, 2.629], [-5.536, 3.592, 3.028], [-4.042, 3.670, 1.480], [-3.238, 3.527, 4.283], [-3.996, 5.105, 4.200], [-2.628, 4.814, 3.072], [4.840, -1.219, -3.137], [4.509, -2.645, -3.383], [3.690, -3.181, -2.665], [5.075, -3.197, -4.312], [4.126, -0.799, -2.436], [4.747, -0.731, -4.105], [5.858, -1.091, -2.783], [-5.507, 1.036, 5.572], [-4.211, 0.599, 4.952], [-4.140, -0.549, 4.579], [-3.274, 1.372, 4.949], [-5.604, 2.094, 5.343], [-5.393, 0.895, 6.642], [-6.257, 0.417, 5.096], [2.918, 3.004, 0.345], [3.197, 1.776, -0.291], [4.513, 1.334, -0.249], [4.751, 0.308, -1.351], [3.895, -0.814, -1.292], [4.155, -1.751, -0.266], [3.039, 2.852, 1.420], [1.923, 3.362, 0.088], [3.570, 3.831, 0.035], [4.905, 1.055, 0.740], [5.183, 2.173, -0.516], [5.797, -0.005, -1.441], [4.548, 0.826, -2.291], [5.187, -2.116, -0.201], [3.560, -2.609, -0.591], [3.845, -1.352, 0.704], [2.440, -2.641, 3.058], [1.512, -2.903, 2.006], [1.394, -4.238, 1.561], [2.517, -4.549, 0.580], [2.687, -5.942, 0.489], [3.541, -6.321, -0.562], [2.060, -2.971, 4.023], [2.504, -1.558, 2.954], [3.424, -3.034, 2.790], [0.438, -4.463, 1.086], [1.394, -4.898, 2.440], [3.427, -4.020, 0.879], [2.207, -4.150, -0.392], [4.416, -5.658, -0.561], [3.094, -6.179, -1.554], [3.840, -7.360, -0.451], [-0.852, -2.383, 4.232], [-1.911, -2.560, 5.147], [-2.874, -3.504, 4.758], [-3.893, -3.761, 5.836], [-3.463, -4.355, 7.024], [-2.581, -3.571, 7.819], [-0.311, -1.466, 4.475], [-1.085, -2.178, 3.182], [-0.235, -3.270, 4.394], [-2.337, -4.458, 4.594], [-3.357, -3.214, 3.817], [-4.767, -4.284, 5.444], [-4.382, -2.784, 6.030], [-2.494, -4.118, 8.755], [-3.061, -2.607, 8.027], [-1.627, -3.398, 7.327], [0.176, -0.175, -4.867], [-0.286, 0.639, -5.926], [-0.521, -0.099, -7.084], [-0.967, 0.734, -8.247], [-2.263, 1.266, -8.023], [-2.634, 2.194, -9.027], [0.856, -0.991, -5.126], [-0.763, -0.643, -4.526], [0.527, 0.381, -4.002], [-1.243, -0.911, -6.888], [0.333, -0.715, -7.411], [-0.994, 0.119, -9.152], [-0.279, 1.585, -8.340], [-3.700, 2.358, -8.882], [-2.514, 1.765, -10.029], [-2.028, 3.098, -8.918], [-1.357, 1.183, 2.824], [-0.571, 1.097, 1.647], [0.556, 0.303, 1.821], [1.309, 0.022, 0.525], [0.397, -0.648, -0.313], [1.137, -1.199, -1.390], [-1.508, 0.211, 3.296], [-2.280, 1.713, 2.622], [-0.725, 1.758, 3.512], [0.436, -0.638, 2.373], [1.241, 0.834, 2.513], [2.218, -0.531, 0.762], [1.551, 1.017, 0.131], [0.525, -1.596, -2.200], [1.741, -2.010, -0.978], [1.743, -0.424, -1.876], [-3.444, -0.320, -1.453], [-3.451, -0.182, -0.061], [-4.595, 0.325, 0.532], [-5.726, 0.692, -0.200], [-5.716, 0.502, -1.564], [-4.573, 0.005, -2.185], [-2.538, -0.537, -2.007], [-2.657, -0.491, 0.605], [-4.581, 0.395, 1.616], [-6.620, 1.067, 0.280], [-6.613, 0.710, -2.134], [-4.664, -0.317, -3.216], [1.288, 5.197, 3.578], [0.619, 4.125, 3.003], [-0.215, 4.332, 1.895], [-0.310, 5.606, 1.365], [0.347, 6.695, 1.921], [1.163, 6.458, 3.018], [1.889, 5.092, 4.471], [0.829, 3.117, 3.340], [-0.619, 3.541, 1.274], [-0.757, 5.797, 0.394], [0.263, 7.658, 1.437], [1.707, 7.290, 3.453]]
}

---

{
  "formula": "C38H81BN4O7S",
  "method": "ωB97M-V/def2-TZVPD",
  "homo_energy_ev": -7.94,
  "e_tot_ev": -72510.949,
  "smiles": "CCCCCCCC[C@]1(CB(O)O)[C@@H](CCCCNC(C)=O)C[C@H](CCCCN(C)C(C)=O)OS1(=O)=O.CCN(CC)CC.CCN(CC)CC",
  "fmax_ev_per_a": 8.20,
  "e_lumo_ev": 0.225,
  "species": ["C", "C", "C", "C", "C", "C", "C", "C", "C", "C", "B", "O", "O", "C", "C", "C", "C", "C", "N", "C", "C", "O", "C", "C", "C", "C", "C", "C", "N", "C", "C", "C", "O", "O", "S", "O", "O", "H", "H", "H", "H", "H", "H", "H", "H", "H", "H", "H", "H", "H", "H", "H", "H", "H", "H", "H", "H", "H", "H", "H", "H", "H", "H", "H", "H", "H", "H", "H", "H", "H", "H", "H", "H", "H", "H", "H", "H", "H", "H", "H", "H", "H", "H", "H", "H", "H", "H", "H", "C", "C", "N", "C", "C", "C", "C", "H", "H", "H", "H", "H", "H", "H", "H", "H", "H", "H", "H", "H", "H", "H", "C", "C", "N", "C", "C", "C", "C", "H", "H", "H", "H", "H", "H", "H", "H", "H", "H", "H", "H", "H", "H", "H"],
  "positions_angstrom": [[-1.340, -0.455, 4.706], [-1.583, -1.956, 5.344], [-0.714, -3.150, 4.617], [-1.615, -4.309, 3.887], [-2.781, -3.752, 2.878], [-2.356, -3.837, 1.263], [-1.292, -2.584, 0.952], [-1.964, -1.349, 0.114], [-1.254, -0.986, -1.314], [0.329, -0.598, -1.248], [0.831, 0.196, 0.093], [2.288, 0.055, 0.446], [0.036, 1.068, 0.975], [-2.224, 0.102, -2.064], [-1.794, 1.670, -1.908], [-2.473, 2.379, -0.553], [-1.553, 3.687, -0.063], [-2.409, 5.067, -0.447], [-3.432, 5.238, 0.689], [-3.402, 6.677, 1.215], [-4.876, 7.457, 1.278], [-2.301, 7.313, 1.635], [-2.509, -0.250, -3.669], [-1.142, -0.799, -4.386], [-1.389, -0.732, -6.039], [-0.662, 0.590, -6.731], [0.358, 0.189, -7.975], [1.730, 1.142, -7.938], [2.410, 1.225, -9.303], [1.678, 2.256, -10.180], [3.829, 1.713, -9.072], [4.963, 1.550, -10.281], [4.264, 2.308, -7.937], [-1.022, -2.227, -4.061], [-1.342, -2.550, -2.413], [-2.777, -3.205, -2.373], [-0.352, -3.656, -1.977], [-0.203, -0.167, 4.576], [-1.769, 0.318, 5.506], [-1.975, -0.251, 3.720], [-1.210, -1.889, 6.474], [-2.735, -2.184, 5.350], [0.041, -2.599, 3.875], [-0.008, -3.637, 5.447], [-0.869, -4.975, 3.260], [-2.086, -5.025, 4.717], [-3.055, -2.603, 3.051], [-3.776, -4.344, 3.112], [-3.382, -3.691, 0.678], [-1.880, -4.892, 1.090], [-0.257, -2.965, 0.532], [-1.040, -2.147, 2.035], [-2.097, -0.427, 0.847], [-3.078, -1.692, -0.145], [1.059, -1.533, -1.383], [0.587, 0.111, -2.174], [2.396, -0.533, 1.251], [-0.164, 0.498, 1.799], [-3.295, -0.004, -1.546], [-2.306, 2.248, -2.819], [-0.650, 1.897, -1.998], [-2.509, 1.659, 0.368], [-3.536, 2.814, -0.777], [-0.502, 3.686, -0.612], [-1.429, 3.622, 1.123], [-1.728, 6.008, -0.590], [-2.992, 4.863, -1.453], [-4.390, 5.004, 0.334], [-4.905, 7.994, 2.322], [-4.926, 8.214, 0.362], [-5.744, 6.658, 1.255], [-3.393, -1.040, -3.803], [-2.848, 0.714, -4.277], [-0.182, -0.159, -4.194], [-2.514, -0.848, -6.339], [-0.824, -1.674, -6.481], [-0.103, 1.270, -5.958], [-1.511, 1.265, -7.211], [0.753, -0.917, -7.906], [-0.186, 0.279, -9.033], [1.376, 2.206, -7.561], [2.422, 0.654, -7.103], [1.200, 3.130, -9.556], [0.850, 1.751, -10.856], [2.486, 2.714, -10.899], [4.411, 1.219, -11.271], [5.748, 0.764, -9.893], [5.431, 2.638, -10.420], [-0.753, -7.887, 6.108], [0.001, -6.976, 7.071], [-0.732, -6.674, 8.304], [-0.120, -5.594, 9.089], [1.266, -5.844, 9.672], [-1.193, -7.823, 9.084], [-0.143, -8.817, 9.570], [-1.733, -7.471, 5.853], [-0.183, -7.999, 5.180], [-0.898, -8.891, 6.522], [0.192, -6.038, 6.535], [0.979, -7.423, 7.283], [-0.800, -5.307, 9.902], [-0.062, -4.704, 8.450], [1.225, -6.508, 10.538], [1.694, -4.897, 10.019], [1.960, -6.264, 8.940], [-1.928, -8.373, 8.484], [-1.770, -7.471, 9.950], [0.596, -9.059, 8.802], [-0.629, -9.754, 9.860], [0.382, -8.447, 10.454], [5.754, 6.732, -2.017], [5.065, 5.662, -1.175], [3.677, 5.980, -0.828], [3.119, 5.085, 0.194], [2.960, 3.613, -0.168], [2.781, 6.281, -1.945], [2.607, 5.214, -3.022], [5.720, 7.709, -1.523], [6.806, 6.467, -2.164], [5.303, 6.826, -3.009], [5.646, 5.565, -0.250], [5.141, 4.703, -1.699], [2.147, 5.475, 0.525], [3.759, 5.148, 1.082], [2.111, 3.451, -0.834], [2.766, 3.031, 0.740], [3.856, 3.196, -0.634], [3.133, 7.198, -2.431], [1.789, 6.553, -1.557], [3.553, 4.752, -3.313], [2.175, 5.666, -3.921], [1.919, 4.428, -2.702]]
}

---

What is the formula in the first record? C38H80N6O22